Entry 1:
{
  "formula": "C16H45NO7",
  "method": "the ωB97M-V functional and the def2-TZVPD basis",
  "species": ["C", "C", "O", "H", "H", "H", "H", "H", "H", "C", "C", "O", "H", "H", "H", "H", "H", "H", "C", "C", "O", "H", "H", "H", "H", "H", "H", "C", "C", "O", "H", "H", "H", "H", "H", "H", "C", "C", "O", "H", "H", "H", "H", "H", "H", "C", "C", "O", "H", "H", "H", "H", "H", "H", "C", "C", "O", "H", "H", "H", "H", "H", "H", "C", "C", "N", "H", "H", "H"],
  "xyz": [[0.44119, 0.29697, 4.25762], [0.40732, 1.84360, 4.36177], [-0.66446, 2.45563, 3.70050], [1.23401, -0.11791, 4.90354], [0.64364, 0.01777, 3.23645], [-0.53713, -0.09429, 4.52330], [1.41255, 2.29149, 4.05456], [0.36244, 2.15635, 5.35810], [-0.99077, 1.91447, 2.98527], [-0.37050, -2.61661, -0.18951], [0.51508, -1.77433, 0.72136], [1.14483, -0.72130, -0.03375], [-1.07466, -3.23479, 0.29992], [0.28769, -3.34895, -0.72075], [-0.92763, -1.99450, -0.96664], [1.31260, -2.33729, 1.25581], [-0.04135, -1.27874, 1.50035], [1.30767, -1.09328, -0.92090], [-2.57559, -4.14385, -4.44119], [-1.68093, -3.01748, -3.94398], [-0.90486, -3.34177, -2.76704], [-1.91217, -4.79304, -4.99673], [-3.47211, -3.81654, -4.97296], [-3.06614, -4.63661, -3.57263], [-2.15132, -2.05650, -3.60791], [-1.00491, -2.68462, -4.76905], [-0.98843, -4.26644, -2.51647], [4.45706, 4.38534, 2.24222], [3.38097, 3.35411, 1.96644], [3.74826, 2.06032, 2.53762], [5.38598, 4.03659, 1.82682], [4.49672, 4.55666, 3.30507], [4.05129, 5.24287, 1.66837], [3.30489, 3.29802, 0.89016], [2.42856, 3.66077, 2.28833], [3.24535, 1.37229, 2.08475], [-4.86427, -0.12439, 4.50890], [-3.48653, 0.40084, 4.78088], [-3.44626, 1.75251, 4.44969], [-5.49616, 0.39254, 5.15891], [-4.89686, -1.22184, 4.55256], [-5.24341, 0.10002, 3.47132], [-2.75980, -0.26027, 4.24964], [-3.24480, 0.28862, 5.89526], [-2.54281, 2.12291, 4.42808], [1.15911, -1.54247, -6.42254], [1.76271, -1.98726, -5.14481], [3.06983, -2.58876, -5.43495], [0.30820, -0.80927, -6.26230], [0.85019, -2.31242, -7.13936], [2.00307, -1.03879, -6.92138], [1.16455, -2.75819, -4.68107], [1.88501, -1.17495, -4.42512], [2.87813, -3.34921, -5.96735], [-2.36188, 1.18198, 0.62010], [-1.26640, 1.19431, -0.45230], [-0.08452, 1.71621, 0.07071], [-2.26691, 0.42845, 1.42533], [-3.28976, 0.94943, 0.07881], [-2.31546, 2.12295, 1.08725], [-1.61614, 1.93245, -1.20455], [-1.01716, 0.28153, -0.92756], [0.45418, 0.99268, 0.38805], [2.58405, 1.97988, -1.64081], [1.60205, 1.70070, -2.65437], [0.73552, 1.72112, -3.41509], [3.17416, 1.16960, -1.13118], [2.05266, 2.51214, -0.85053], [3.31057, 2.65252, -2.03906]],
  "forces_ev_per_a": [[0.1, 1.2, 0.3], [2.2, -0.6, -1.0], [-0.6, 0.4, 0.1], [-0.4, 0.1, -0.2], [0.2, -0.2, -0.4], [0.0, -0.2, 0.2], [-1.1, -0.7, -0.2], [-0.4, 0.2, 1.8], [0.2, -0.3, -0.6], [1.2, 0.5, -1.4], [0.3, -0.1, 0.1], [0.2, -0.7, -0.4], [-0.9, -0.4, 0.9], [-0.5, 0.8, 0.1], [0.9, -0.8, 1.2], [-0.5, 0.0, -0.5], [-0.4, 0.3, 0.2], [0.0, 0.4, 0.5], [-0.5, 0.5, 1.5], [0.3, 1.7, 0.4], [0.0, -0.3, -1.0], [-0.5, -0.6, -0.2], [0.6, 0.2, -0.6], [0.7, -0.1, -0.3], [-0.4, -0.9, -0.6], [-0.2, -0.5, 0.6], [-0.1, -0.1, -0.3], [-1.7, -0.2, -0.5], [1.6, -1.3, -0.4], [-0.3, 0.8, -0.4], [0.5, 0.1, 0.0], [0.4, 0.4, 0.3], [0.8, 0.1, 0.6], [0.0, -0.4, -0.5], [-1.3, 0.4, 0.9], [0.0, 0.2, 0.1], [0.2, -0.6, -2.2], [1.1, -1.0, 1.2], [0.3, 0.8, -0.6], [-1.5, 0.3, 1.2], [-0.1, 0.3, 0.6], [0.7, 0.1, 0.8], [-0.1, 0.7, 0.0], [-0.3, -0.1, -1.2], [-0.3, -0.4, 0.1], [-0.5, 1.9, -1.0], [0.8, -1.5, 0.1], [-0.5, 1.2, 1.0], [1.0, -0.8, -0.3], [-0.1, -0.2, 0.5], [-0.6, 0.3, -0.1], [-0.3, -0.2, 0.5], [0.3, -0.1, -0.3], [0.0, -0.6, -0.4], [0.2, -2.2, -1.0], [-0.8, 1.6, 0.4], [0.8, 1.1, 0.6], [0.3, 0.0, -0.4], [-0.1, 0.5, 0.6], [-0.5, 1.4, 0.4], [0.3, -0.6, 0.1], [-0.4, -1.2, -0.5], [0.2, -0.5, -0.1], [0.8, -0.3, 1.6], [-0.9, 0.0, -0.5], [0.5, -0.5, 0.2], [-1.0, 0.3, -0.9], [-0.1, 0.0, 0.0], [0.6, 0.5, -0.4]],
  "homo_ev": -9.88,
  "molar_mass_g_mol": 363.5,
  "e_above_lowest_ev": 1.004,
  "largest_force_ha_per_bohr": 0.049,
  "multiplicity": 1,
  "charge": 0,
  "e_lumo_ha": 0.01618
}



Entry 2:
{
  "formula": "C17H13N2O6SeV",
  "method": "the ωB97M-V functional and the def2-TZVPD basis",
  "species": ["V", "C", "O", "C", "C", "C", "C", "C", "C", "N", "N", "C", "C", "O", "C", "C", "C", "C", "C", "C", "C", "C", "H", "H", "H", "H", "H", "H", "H", "H", "H", "H", "H", "H", "H", "O", "Se", "O", "O", "O"],
  "xyz": [[-12.13110, 3.65620, 5.84237], [-9.06313, 2.95580, 5.51415], [-10.05871, 3.94413, 5.33162], [-9.58839, 5.25280, 5.20776], [-8.26408, 5.59022, 5.15194], [-7.92374, 6.93706, 5.11787], [-8.93773, 7.89008, 5.08115], [-10.29140, 7.51404, 5.04321], [-10.66992, 6.16022, 5.16410], [-11.93484, 5.60485, 5.20317], [-12.92039, 6.51413, 5.08992], [-14.23764, 6.07657, 5.06085], [-14.60047, 4.71487, 4.92099], [-13.69469, 3.73648, 4.85642], [-15.94968, 4.29766, 4.84172], [-16.98629, 5.18469, 4.88034], [-16.66811, 6.57594, 4.97575], [-17.70564, 7.53209, 4.89512], [-17.46361, 8.87905, 5.00387], [-16.15169, 9.31236, 5.28167], [-15.12110, 8.40773, 5.31569], [-15.32382, 7.02771, 5.09519], [-8.39664, 2.92197, 4.66413], [-8.47201, 3.18794, 6.39174], [-9.56999, 1.99460, 5.65237], [-7.50843, 4.81941, 5.19405], [-6.87260, 7.21942, 5.08577], [-8.68363, 8.93065, 5.05097], [-11.08084, 8.24111, 4.95645], [-16.09931, 3.21838, 4.78518], [-18.01166, 4.86718, 4.82469], [-18.71142, 7.14657, 4.76108], [-18.27110, 9.59656, 4.96342], [-15.99555, 10.37859, 5.45701], [-14.10692, 8.74182, 5.51889], [-11.60491, 1.43709, 9.12521], [-12.56756, 2.02890, 8.00243], [-11.99709, 1.60454, 6.46101], [-12.45140, 3.75610, 7.74817], [-14.07530, 1.55352, 8.22550]],
  "forces_ev_per_a": [[-0.1, -0.2, -0.1], [0.0, -0.9, 0.3], [-0.1, -0.4, 0.1], [-1.2, 0.0, 0.1], [0.0, -0.2, 0.2], [0.0, 0.5, -0.2], [-0.5, -0.8, -0.2], [0.1, -0.3, 0.2], [0.8, 0.4, -0.3], [-0.1, 0.7, 0.1], [-1.1, 0.2, 0.1], [1.2, -0.8, -0.1], [0.0, 0.3, 0.0], [0.5, -0.4, 0.4], [-0.2, -0.2, 0.1], [1.1, 0.3, -0.1], [-0.2, 0.1, -0.3], [0.0, 0.1, 0.1], [0.1, -0.4, 0.3], [-0.3, 0.2, -0.2], [0.5, 0.2, 0.0], [-0.3, 0.0, 0.2], [0.1, -0.1, -0.4], [0.0, 0.0, 0.3], [0.1, 0.3, 0.0], [0.1, 0.1, 0.0], [-0.3, 0.0, 0.1], [0.1, 0.4, -0.1], [0.0, 0.2, 0.1], [0.0, 0.3, 0.0], [-0.2, -0.1, 0.0], [0.0, 0.1, 0.0], [-0.1, 0.0, -0.1], [0.2, -0.3, 0.0], [-0.1, -0.1, -0.1], [0.8, 0.4, 0.4], [-0.2, -0.7, -0.2], [-0.1, 1.5, -0.1], [0.1, -0.9, -0.5], [-0.5, 0.4, -0.2]],
  "homo_ev": [-3.49, -5.03],
  "molar_mass_g_mol": 471.2,
  "e_above_lowest_ev": 0.000,
  "largest_force_ha_per_bohr": 0.029,
  "multiplicity": 4,
  "charge": -1,
  "e_lumo_ha": [0.09642, 0.08233]
}



Entry 3:
{
  "formula": "C19H21F2N2Si",
  "method": "the ωB97M-V functional and the def2-TZVPD basis",
  "species": ["F", "C", "C", "C", "C", "C", "C", "C", "C", "C", "F", "C", "C", "C", "C", "H", "H", "H", "H", "H", "H", "H", "H", "H", "C", "Si", "C", "C", "N", "C", "N", "C", "C", "H", "H", "H", "H", "H", "H", "H", "H", "H", "H", "H", "H"],
  "xyz": [[6.75782, 1.60739, 1.83406], [5.73338, 0.83414, 1.41443], [4.51632, 0.86620, 2.07446], [3.47435, 0.08692, 1.64906], [3.59774, -0.77251, 0.53480], [2.44926, -1.52391, 0.17410], [2.15454, -2.46718, -0.84433], [0.83457, -2.96837, -0.88706], [0.43988, -3.87335, -1.83524], [1.33387, -4.32409, -2.79214], [0.93733, -5.20589, -3.73485], [2.63812, -3.85426, -2.77287], [3.04730, -2.95181, -1.82409], [4.84810, -0.78428, -0.11952], [5.88453, 0.00198, 0.31589], [4.40925, 1.51821, 2.92298], [2.53266, 0.13009, 2.16807], [1.60125, -1.31663, 0.80634], [0.12405, -2.61831, -0.15864], [-0.56861, -4.24602, -1.85864], [3.31879, -4.21637, -3.52271], [4.06730, -2.63091, -1.83826], [5.00832, -1.40238, -0.97731], [6.83519, -0.00650, -0.18694], [-4.62497, 2.07989, 2.43769], [-4.36279, 2.04210, 0.58794], [-5.36180, 0.63987, -0.13816], [-4.85486, 3.67538, -0.18538], [-2.61799, 1.70132, 0.28050], [-1.92291, 0.59715, 0.72533], [-0.66230, 0.61714, 0.35440], [-0.50764, 1.75291, -0.35182], [-1.70010, 2.43956, -0.41189], [-5.66714, 2.26517, 2.68054], [-4.33342, 1.12327, 2.86080], [-4.01601, 2.85927, 2.88520], [-6.42345, 0.78504, 0.03868], [-5.18986, 0.57367, -1.20802], [-5.05640, -0.29468, 0.32281], [-5.90348, 3.89023, -0.00271], [-4.25802, 4.47868, 0.23501], [-4.68971, 3.64144, -1.25768], [-2.36099, -0.19583, 1.31290], [0.42481, 2.06652, -0.80028], [-1.88631, 3.37972, -0.90746]],
  "forces_ev_per_a": [[-1.1, -0.9, -0.5], [0.1, 0.2, 0.2], [0.2, 0.6, 0.6], [-0.1, -0.2, -0.2], [0.0, -0.1, -0.1], [0.2, 0.0, -0.3], [0.2, 0.1, 0.1], [0.1, 0.2, 0.1], [-0.7, -0.5, -0.3], [-0.3, -0.2, -0.2], [0.5, 1.0, 1.1], [0.5, -0.2, -0.5], [-0.2, -0.1, 0.0], [0.0, 0.1, 0.1], [0.6, 0.0, -0.3], [-0.1, 0.1, 0.2], [-0.2, 0.1, 0.1], [-0.3, 0.1, 0.2], [-0.2, 0.1, 0.1], [-0.2, 0.0, 0.0], [0.2, 0.0, -0.1], [0.2, 0.0, -0.1], [0.2, -0.1, -0.2], [0.2, -0.1, -0.2], [0.4, 0.0, -0.5], [-0.9, 0.1, 0.2], [0.5, 0.3, 0.1], [0.6, -0.5, 0.1], [-0.2, -0.5, 0.4], [0.0, 0.3, -0.2], [0.0, -1.1, 0.6], [-0.4, 1.3, -0.6], [1.0, 0.1, -0.3], [-0.1, 0.0, 0.0], [0.0, -0.1, 0.2], [0.1, 0.1, 0.2], [-0.1, 0.0, 0.0], [0.0, -0.1, -0.2], [0.0, -0.3, 0.0], [-0.1, -0.1, 0.1], [0.0, 0.2, 0.0], [0.0, 0.1, -0.2], [-0.2, 0.1, 0.0], [0.0, -0.2, 0.1], [-0.3, -0.1, 0.2]],
  "homo_ev": -10.99,
  "molar_mass_g_mol": 343.5,
  "e_above_lowest_ev": 0.000,
  "largest_force_ha_per_bohr": 0.030,
  "multiplicity": 1,
  "charge": 1,
  "e_lumo_ha": -0.21090
}



Entry 4:
{
  "formula": "C2Cl2F4N2S",
  "method": "the ωB97M-V functional and the def2-TZVPD basis",
  "species": ["C", "C", "N", "N", "F", "F", "F", "F", "S", "Cl", "Cl"],
  "xyz": [[-1.83949, 0.44791, -0.20170], [2.79084, 0.38495, 0.32148], [-0.64945, -0.37453, -0.07607], [-0.46807, -1.46313, -0.94306], [-3.04029, -0.11133, -0.52388], [-1.53561, 1.32313, -1.19356], [1.93901, 1.05534, 1.11476], [3.22266, -0.78962, 0.89398], [-0.61044, -1.98140, 0.57243], [-1.94092, 1.27882, 1.34698], [2.13177, 0.22988, -1.31137]],
  "forces_ev_per_a": [[-0.1, 0.3, -0.4], [-0.6, -0.8, 0.2], [0.2, -0.2, 0.0], [-0.2, 0.5, -2.2], [1.3, 0.1, 0.3], [-0.4, -0.5, 0.5], [1.0, -0.9, -0.4], [-1.0, 1.9, -0.8], [-0.5, -0.4, 1.8], [-0.4, 0.1, -0.1], [0.8, -0.1, 1.0]],
  "homo_ev": [-9.55, -9.69],
  "molar_mass_g_mol": 231.0,
  "e_above_lowest_ev": 3.149,
  "largest_force_ha_per_bohr": 0.044,
  "multiplicity": 1,
  "charge": 0,
  "e_lumo_ha": [-0.03225, -0.04616]
}